13
Properties=species:S:1:pos:R:3:forces:R:3 method="wB97M-V/def2-TZVPD" e_homo_ev=-3.06 smiles="C#[PH][C@H]1C(C)=C1[S-]" de_lowest_kj_mol=474.4 largest_force_ha_per_bohr=0.058 energy_ha=-933.4909 orbital_gap_ev=6.77 lumo_energy_ev=3.704 charge=-1
C -2.424599 0.586439 0.508233 1.11 1.98 -1.92
P -1.700427 -0.865275 0.299324 0.08 -0.95 0.97
C 0.070156 -1.170507 0.379745 -0.57 0.31 -0.42
C 0.642661 0.105911 -0.001546 2.04 0.91 -0.03
C 0.956417 0.862811 -1.247753 0.35 -0.66 1.07
C 0.994350 -0.222389 1.227755 -1.21 0.70 -1.77
S 1.603753 0.020094 2.735140 0.49 -0.11 0.86
H -1.672593 1.396466 -0.038093 -1.59 -1.81 1.68
H -2.363376 -1.933554 0.920345 -0.38 -0.02 0.08
H 0.524628 -1.996874 -0.120129 -0.14 -1.30 -0.08
H 1.747959 0.440709 -1.830919 0.40 -1.21 -0.64
H 1.486241 1.713638 -0.926160 0.01 1.86 0.33
H 0.134831 1.062531 -1.905942 -0.59 0.31 -0.14